Formula: C13H9Cl4O5
Source: the Open Molecules 2025 dataset
Level of theory: ωB97M-V with the def2-TZVPD basis set

Computed properties:
Net charge: -1
Molar mass, g mol⁻¹: 387.02
Lowest unoccupied orbital energy, eV: -0.107
Energy above the lowest of the compared OMol25 structures with the same formula, charge and spin, kcal per mole: 0.00
Kohn-Sham gap, eV: 3.016

XYZ file:
```
31
C13H9Cl4O5 (ωB97M-V with the def2-TZVPD basis set)
Cl -2.66 -1.10 3.10
Cl 2.73 -1.11 2.78
Cl 2.71 2.05 2.39
Cl -2.67 2.05 2.72
O -2.21 -2.59 -0.08
O 0.63 -5.64 -0.58
O 1.70 -4.41 -2.08
O 0.04 -2.22 3.07
O 0.02 3.17 2.45
C 0.02 1.95 2.59
C 0.04 -1.00 2.92
C 0.67 -4.59 -1.21
C -1.22 -0.20 2.91
C -0.33 -3.51 -1.12
C 1.28 1.15 2.60
C -1.35 -3.49 -0.08
C 0.64 -2.59 -3.25
C -1.23 1.15 2.75
C -1.38 -4.55 0.99
C -0.41 -2.45 -2.15
C 1.92 -3.07 -2.60
C 1.29 -0.21 2.76
H 0.81 -1.63 -3.75
H -1.52 -4.06 1.95
H -0.47 -5.15 0.97
H 0.28 -3.30 -4.01
H -1.41 -2.43 -2.61
H 2.20 -2.40 -1.78
H 2.74 -3.16 -3.31
H -0.27 -1.47 -1.66
H -2.23 -5.21 0.79
```